Here is a 3-piece molecular cluster, C16H36O8 overall at a distorted geometry from the OMol25 dataset. Energies are from ωB97M-V/def2-TZVPD.

Last column: Mulliken charge in e.
Positions of all 60 atoms, in Å:
C (0.6424, -0.7324, 0.4059)  -0.592
O (1.0666, -1.5824, -0.6942)  -0.363
C (0.9225, -2.9957, -0.3325)  -0.483
C (2.2645, -3.4514, 0.4764)  0.271
O (1.8383, -4.4682, 1.4158)  -0.379
C (2.5292, -4.3857, 2.6811)  -0.462
C (4.1132, -4.1591, 2.5839)  -0.368
C (4.8807, -5.2239, 1.6550)  -0.455
O (6.0843, -4.5789, 1.1391)  -0.400
C (5.7739, -3.6831, 0.0705)  0.723
C (5.8926, -2.0772, 0.2111)  -0.789
O (5.4160, -4.0932, -1.0679)  -0.522
H (1.0821, -1.1308, 1.3990)  0.330
H (-0.4887, -0.6884, 0.5612)  0.178
H (1.1248, 0.2964, 0.2519)  0.223
H (0.0456, -3.1669, 0.3764)  0.268
H (0.7984, -3.5565, -1.3203)  0.282
H (2.6695, -2.4981, 0.9481)  0.012
H (2.9599, -3.9392, -0.2858)  -0.009
H (2.3816, -5.4115, 3.1922)  0.316
H (2.0748, -3.6223, 3.4150)  0.267
H (4.5185, -4.2574, 3.6613)  0.367
H (4.2921, -3.0672, 2.2924)  0.184
H (4.2617, -5.6152, 0.7838)  0.318
H (5.2421, -6.0580, 2.3631)  0.312
H (6.5132, -1.7601, 1.1161)  0.303
H (4.8396, -1.6085, 0.2757)  0.134
H (6.3792, -1.6110, -0.7246)  0.320
C (-4.2573, 0.4036, -4.2750)  -0.658
O (-3.5409, -0.7101, -3.7588)  -0.378
C (-2.1438, -0.4500, -3.6405)  -0.733
C (-1.7554, -0.1473, -2.1992)  -0.177
O (-2.3212, 1.0883, -1.7591)  -0.311
C (-3.4640, 0.8983, -0.9367)  -0.753
H (-5.3234, 0.2165, -4.1360)  0.244
H (-3.9969, 1.3301, -3.7583)  0.251
H (-4.0569, 0.5091, -5.3458)  0.326
H (-1.8402, 0.3640, -4.3072)  0.358
H (-1.6227, -1.3583, -3.9607)  0.363
H (-0.6691, -0.0366, -2.1415)  0.227
H (-2.0451, -0.9670, -1.5324)  0.341
H (-3.1531, 0.5472, 0.0527)  0.269
H (-4.1682, 0.1876, -1.3758)  0.406
H (-3.9674, 1.8601, -0.8244)  0.227
C (-2.9909, 5.3915, -0.8733)  -0.663
O (-3.6549, 4.7394, 0.2017)  -0.373
C (-2.7737, 3.9217, 0.9677)  -0.156
C (-2.3721, 4.6052, 2.2686)  -0.723
O (-1.5627, 5.7547, 2.0219)  -0.374
C (-2.2946, 6.9671, 2.1369)  -0.718
H (-3.6608, 6.1537, -1.2747)  0.254
H (-2.0682, 5.8766, -0.5473)  0.323
H (-2.7685, 4.6686, -1.6643)  0.241
H (-1.8913, 3.6434, 0.3817)  0.329
H (-3.3202, 3.0038, 1.2080)  0.253
H (-1.7657, 3.9119, 2.8591)  0.384
H (-3.2538, 4.8710, 2.8619)  0.356
H (-2.4925, 7.1820, 3.1916)  0.324
H (-3.2371, 6.9271, 1.5856)  0.314
H (-1.6858, 7.7728, 1.7241)  0.242

Forces on the atoms, in the same order (eV/Å):
0.99 0.03 0.86
-1.02 -0.46 1.40
0.94 0.15 0.27
-1.68 -0.07 -1.53
1.28 1.16 0.75
0.73 -1.23 1.11
-0.65 0.10 0.62
-0.37 0.31 1.04
-1.03 1.64 -1.39
-0.79 -0.21 -3.70
0.40 -0.07 0.47
1.23 0.92 4.63
-0.64 0.55 -1.37
1.41 0.02 -0.56
-1.05 -1.43 0.04
0.95 0.22 -1.07
0.13 0.69 1.53
-0.32 -1.41 -0.48
-0.53 1.00 1.18
0.02 1.52 -0.90
0.57 -0.78 -1.32
-0.61 0.19 -1.67
0.05 -1.66 0.11
0.71 0.43 1.27
-0.53 1.13 -1.52
-0.99 -0.53 -1.14
1.58 -1.00 0.01
-0.78 -1.17 1.38
-0.05 -0.20 0.00
0.08 0.39 0.00
-0.18 -0.45 0.31
0.20 0.49 -0.32
-0.26 -0.28 0.07
0.09 0.18 -0.08
0.10 -0.09 -0.01
0.05 0.00 -0.01
-0.02 0.12 -0.02
-0.03 0.03 0.11
0.04 0.05 0.02
-0.01 -0.10 -0.02
-0.06 0.01 -0.10
-0.10 -0.08 0.06
0.05 -0.04 0.01
0.11 -0.01 -0.03
-0.18 -0.04 -0.04
0.35 0.05 -0.03
-0.43 0.14 0.27
0.46 -0.01 -0.29
-0.40 0.01 -0.02
0.18 -0.02 0.00
-0.04 -0.10 0.08
0.01 -0.05 0.02
0.11 0.04 -0.04
0.00 0.06 0.05
0.07 0.01 0.04
-0.03 -0.05 0.00
-0.01 -0.01 -0.12
-0.10 0.07 0.00
0.00 -0.04 0.03
0.05 -0.11 0.05

As for the frontier orbital gap: 9.80 eV. For the HOMO energy, the calculation gives -9.20 eV. The value obtained for the energy relative to the best compared isomer or geometry (same formula, charge and spin) is 3.243 eV. Its structure (SMILES) is COCCOCCCOC(C)=O.COCCOC.COCCOC.



Here is a 9-piece molecular cluster, C17H52N10O9 overall at a distorted geometry from the OMol25 dataset. Energies are from ωB97M-V/def2-TZVPD.

Last column: Mulliken charge in e.
Positions of all 88 atoms, in Å:
C (-2.3223, 1.1387, -2.0084)  0.279
O (-2.3123, 2.5257, -1.8884)  -0.740
N (-2.0113, 0.4587, -3.1364)  -0.490
N (-2.5243, 0.3887, -0.9904)  0.301
H (-1.8793, 1.0497, -3.9794)  0.282
H (-2.4313, -0.4803, -3.3444)  0.226
H (-2.7543, 0.7947, -0.0904)  -0.405
H (-2.4673, -0.5853, -1.0794)  0.451
C (0.7267, -2.1803, 0.6126)  -0.606
O (0.7017, -2.3083, 2.0056)  -0.795
N (0.3857, -1.1173, -0.0314)  4.347
N (1.3397, -3.0673, -0.1414)  0.078
H (0.0317, -0.3133, 0.5656)  -1.081
H (0.3777, -0.9613, -1.0564)  -1.623
H (1.5997, -3.9503, 0.2246)  0.275
H (1.3927, -2.9293, -1.1764)  0.214
C (0.3467, -2.0393, -3.0874)  0.399
O (1.4417, -2.8203, -2.7744)  -0.848
N (0.3127, -0.7603, -2.9124)  -0.184
N (-0.7923, -2.5863, -3.4784)  -0.245
H (1.2697, -0.3013, -2.6464)  0.414
H (-0.5603, -0.1773, -2.9864)  0.054
H (-0.6183, -3.5803, -3.8004)  0.310
H (-1.5903, -2.1323, -3.8074)  0.227
C (4.0337, -0.7443, 0.5326)  0.318
O (3.6687, -0.5743, 1.8586)  -0.611
N (3.6827, -1.6473, -0.3354)  -0.606
N (4.8557, 0.0597, -0.0454)  -0.188
H (2.8297, -2.3153, -0.1474)  0.095
H (4.3237, -1.9123, -1.1334)  0.246
H (5.0487, 0.9017, 0.5406)  0.263
H (5.4067, -0.2253, -0.8584)  0.211
C (3.1657, 0.6937, -3.0874)  0.325
O (3.6247, 1.9607, -3.1494)  -0.742
N (3.2577, -0.1203, -4.0784)  -0.245
N (2.5157, 0.2597, -2.0644)  0.706
H (3.5427, 0.1847, -5.0154)  0.275
H (2.9027, -1.0783, -4.0184)  0.192
H (2.9627, -0.4833, -1.4954)  -0.189
H (2.1867, 1.0267, -1.4364)  -0.060
C (0.4157, 2.4907, -0.3834)  1.342
C (1.8467, 2.8807, -0.1784)  -0.320
C (1.7717, 4.1997, 0.5406)  -1.956
O (2.5857, 2.0857, 0.4396)  -0.424
H (-0.2683, 3.0807, -1.0354)  0.795
H (-0.0823, 2.3107, 0.5486)  -0.946
H (0.4157, 1.5337, -0.9674)  -0.949
H (2.2817, 3.0317, -1.1874)  0.616
H (1.3487, 4.1737, 1.5236)  0.278
H (1.3367, 4.9837, -0.0214)  0.457
H (2.7397, 4.5607, 0.6936)  0.507
H (2.0247, 1.6617, 1.1356)  0.138
C (-3.0683, 2.6997, 1.2446)  -1.299
C (-3.6123, 1.7857, 2.2606)  1.100
C (-3.2943, 0.2777, 2.0066)  -1.664
O (-3.1233, 2.0517, 3.3706)  -0.428
H (-3.6213, 2.4987, 0.3206)  0.344
H (-2.0733, 2.4217, 1.0316)  0.024
H (-3.1823, 3.7417, 1.4846)  0.687
H (-4.6763, 1.9357, 2.4176)  0.231
H (-2.1743, 0.1197, 1.8946)  0.028
H (-3.8633, -0.1193, 1.2006)  0.384
H (-3.5353, -0.2803, 2.9406)  0.493
H (-3.1523, 2.9617, 3.4426)  0.346
C (-0.2923, 0.4187, 4.0796)  -1.519
C (0.5707, 1.2497, 3.1766)  1.117
C (1.7287, 1.9107, 3.8506)  -1.419
O (1.0827, 0.5877, 2.2246)  -0.209
H (-0.7983, -0.3273, 3.4796)  0.243
H (-1.0053, 1.0057, 4.6106)  0.422
H (0.3227, -0.0913, 4.8476)  0.378
H (-0.0853, 2.0627, 2.8556)  -0.116
H (1.4747, 2.2387, 4.8566)  0.468
H (2.0037, 2.8197, 3.2616)  0.270
H (2.5967, 1.2597, 3.8276)  0.230
H (1.4747, -0.2423, 2.4726)  -0.045
C (-3.8193, -2.8453, 0.3716)  -1.407
C (-2.4673, -2.9693, -0.3474)  1.285
C (-1.9163, -4.3763, -0.5714)  -1.653
O (-2.4133, -2.2113, -1.3634)  -0.729
H (-4.6693, -3.3283, -0.1144)  0.402
H (-4.2283, -1.9023, 0.4956)  0.302
H (-3.7373, -3.2073, 1.4646)  0.322
H (-1.7123, -2.4563, 0.2616)  -0.268
H (-1.7583, -4.7413, 0.4166)  0.434
H (-0.8913, -4.5073, -1.0174)  0.254
H (-2.5843, -5.0113, -1.0624)  0.431
H (-1.5833, -2.4763, -1.8554)  0.189

Forces on the atoms, in the same order (eV/Å):
-0.05 8.52 0.85
-0.02 -7.04 -1.58
-0.47 -0.17 -3.48
-0.76 0.72 2.62
-0.42 -0.52 0.94
0.04 1.74 0.67
0.22 -0.03 -0.60
-0.04 -1.75 0.10
1.05 -1.36 8.24
-0.44 0.61 -6.75
-2.48 4.80 -0.07
0.58 -1.74 -1.55
0.83 -1.38 -0.98
0.15 -0.52 1.29
-0.05 -0.63 0.57
-0.20 -0.44 0.49
4.46 -1.85 1.20
-4.25 3.06 -2.05
1.29 1.85 0.18
0.89 -5.44 -0.95
-1.03 -0.36 0.09
0.89 -0.70 -0.20
-0.84 1.63 0.58
-0.82 0.82 -0.78
-1.33 0.93 7.81
1.07 -1.05 -6.78
-2.89 -5.63 -2.11
3.30 4.38 0.60
2.26 1.18 -0.16
-1.16 0.48 1.58
0.37 -1.01 -1.21
-0.40 0.79 0.65
4.07 9.60 -1.95
-2.06 -5.41 -0.07
0.64 -2.95 -3.94
-2.30 -0.44 5.30
0.12 0.01 1.08
0.04 0.56 0.11
-0.47 0.10 -0.23
1.04 -0.81 -0.45
-1.10 -1.90 -2.13
-4.27 6.83 -4.59
0.39 0.80 -0.26
3.61 -6.51 4.54
0.92 0.28 0.71
-0.28 -0.16 0.65
-0.27 0.13 0.60
-0.11 0.43 0.13
-0.71 -0.43 0.57
-1.03 0.68 -0.67
1.95 0.44 0.35
0.99 -0.47 0.08
-1.52 -0.63 -2.25
-3.32 -3.43 -5.95
0.86 0.53 1.37
4.66 -0.19 9.08
0.09 0.60 -0.18
1.40 0.19 -0.07
0.06 0.49 0.19
-1.20 -0.44 -1.27
-1.25 0.29 -0.22
-0.31 -0.40 -0.60
-0.06 0.37 -0.68
0.28 2.96 1.11
0.68 -0.98 0.95
-2.21 3.45 5.37
0.46 2.02 0.72
1.19 -2.82 -7.23
-0.17 -0.25 0.06
-0.63 0.49 0.32
-0.20 -0.05 -0.44
-0.14 0.04 -0.82
0.25 0.06 0.22
-0.01 -0.59 0.47
0.07 -0.20 0.32
0.59 -1.10 0.19
0.35 -2.81 1.65
0.89 -2.54 6.64
1.06 0.49 0.75
0.51 3.20 -8.70
0.33 -0.76 -0.16
0.09 2.38 -0.10
-0.07 0.14 -1.79
-0.16 -0.86 1.71
-0.05 -0.70 0.89
-0.96 0.87 0.02
-1.17 -1.05 -0.93
-1.31 0.54 0.32

As for the frontier orbital gap: 8.72 eV. For the HOMO energy, the calculation gives -8.98 eV. The value obtained for the energy relative to the best compared isomer or geometry (same formula, charge and spin) is 10.276 eV. Its structure (SMILES) is NC(N)=O.NC(N)=O.NC(N)=O.NC(N)=O.NC(N)=O.CC(C)O.CC(C)O.CC(C)O.CC(C)O.



Here is one molecule with the formula C3H4N4 at a distorted geometry from the OMol25 dataset. Energies are from ωB97M-V/def2-TZVPD.

Last column: Mulliken charge in e.
Positions of all 11 atoms, in Å:
C (0.5418, -0.9805, 0.1246)  -0.376
C (1.3439, 0.0702, 0.3494)  -0.098
C (-0.8885, -1.0347, -0.1226)  0.053
N (1.1633, 1.3381, -0.1197)  -0.082
N (0.1168, 2.0200, -0.0872)  -0.479
N (-2.8668, 0.2526, 0.0234)  -0.678
N (-1.8522, -0.2228, -0.0945)  0.603
H (0.9180, -1.9191, 0.1581)  0.361
H (2.4456, -0.1878, 0.7134)  0.246
H (-1.0573, -2.1354, -0.3546)  0.229
H (0.1352, 2.7995, -0.5903)  0.220

Forces on the atoms, in the same order (eV/Å):
-2.35 3.67 0.48
2.41 -1.28 1.08
3.27 -4.06 -1.07
0.44 2.75 -1.04
-0.99 -6.66 3.73
0.11 0.61 -0.30
-1.97 0.64 0.68
1.36 -2.64 0.38
-2.39 0.92 -1.14
-1.13 1.78 0.09
1.24 4.27 -2.90

As for the frontier orbital gap (spin up / spin down): 7.79 / 7.79 eV. For the HOMO energy (spin up / spin down), the calculation gives -7.83 / -7.82 eV. The value obtained for the energy relative to the best compared isomer or geometry (same formula, charge and spin) is 5.822 eV.



Here is one molecule with the formula C5H8N2 at a distorted geometry from the OMol25 dataset. Energies are from ωB97M-V/def2-TZVPD.

Last column: Mulliken charge in e.
Positions of all 15 atoms, in Å:
C (1.2859, -0.4919, 1.7568)  -1.029
C (0.9871, 0.3883, 0.5985)  -0.477
C (-0.3599, 0.1051, -0.1138)  0.102
C (-1.4365, 0.9856, -0.2750)  -0.141
N (-2.3918, 0.5350, -1.1386)  -0.558
C (-1.6638, -0.3411, -1.8757)  -0.122
N (-0.4747, -0.6630, -1.3113)  -0.156
H (1.7630, 0.1378, 2.5008)  0.303
H (0.4920, -1.1241, 2.1564)  0.333
H (2.0339, -1.1833, 1.3800)  0.269
H (1.8291, 0.4865, -0.0622)  0.415
H (0.8789, 1.4134, 0.9430)  0.228
H (-1.1472, 2.0210, -0.1172)  0.254
H (-1.7476, -0.7019, -2.8946)  0.329
H (-0.0482, -1.5676, -1.5471)  0.251

Forces on the atoms, in the same order (eV/Å):
1.24 -0.89 0.16
-2.74 0.94 -0.83
0.83 1.17 -2.35
2.13 -1.13 1.75
2.13 -0.04 -3.39
-0.88 0.20 1.11
0.12 -0.58 1.40
-0.03 -0.40 0.54
-0.22 0.58 0.02
0.30 -0.42 0.43
0.27 -0.46 -0.67
-0.32 0.24 0.22
-1.51 0.22 1.07
-1.29 -0.28 0.28
-0.03 0.84 0.27

As for the frontier orbital gap: 9.08 eV. For the HOMO energy, the calculation gives -8.28 eV. The value obtained for the energy relative to the best compared isomer or geometry (same formula, charge and spin) is 2.007 eV. Its structure (SMILES) is CCc1cnc[nH]1.